Record 1
# C9H13NO2

A cluster of 2 separate species, C9H13NO2 in total in a non-equilibrium geometry (ωB97M-V/def2-TZVPD, the Open Molecules 2025 dataset).

Structure (XYZ):
```
25
Properties=species:S:1:pos:R:3:mulliken_charge:R:1
C -1.76230 1.94825 0.08937 -1.305
C -0.33874 1.62056 0.81919 0.341
C 0.55523 0.78233 0.09627 -0.271
C 1.68618 0.33781 0.66245 -0.451
C 1.91338 0.70509 2.02631 0.445
O 3.07386 0.47338 2.69718 -0.552
C 0.99173 1.39641 2.79108 -0.397
C -0.23787 1.88565 2.11559 -0.430
H -2.54961 1.25793 0.53996 0.258
H -1.62408 1.65025 -0.94755 0.334
H -2.17219 2.92762 0.36250 0.395
H 0.48127 0.51027 -0.97058 0.418
H 2.29961 -0.47558 0.16641 0.203
H 3.29432 -0.56800 2.59696 0.344
H 1.20039 1.88801 3.78162 0.298
H -0.91357 2.52825 2.71878 0.330
C -1.78790 -2.29580 -1.85838 -1.043
C -0.44926 -1.54956 -2.32269 0.697
N 0.71691 -2.23043 -2.43229 -0.410
O -0.50310 -0.38645 -2.55718 -0.601
H -1.66982 -3.19481 -1.15296 0.315
H -2.28039 -2.68091 -2.68711 0.371
H -2.41730 -1.55020 -1.46502 0.254
H 1.67411 -1.70656 -2.69121 0.263
H 0.81916 -3.27351 -2.37872 0.195
```

Computed properties:
LUMO	0.56	eV
structure (SMILES)	Cc1ccc(O)cc1.CC(N)=O
HOMO-LUMO gap	8.88	eV
energy above the lowest of the compared OMol25 structures with the same formula, charge and spin	2.238	eV
net charge	0

Record 2
# C4H4Cl2N2O

A structure of composition C4H4Cl2N2O in a non-equilibrium geometry (ωB97M-V/def2-TZVPD, the Open Molecules 2025 dataset).

Structure (XYZ):
```
13
Properties=species:S:1:pos:R:3:mulliken_charge:R:1
C 0.08840 -0.17505 0.27376 0.303
C 0.80500 -0.75697 -0.74527 0.431
C -1.60383 -1.03741 -0.22376 0.036
C 0.74838 2.02277 0.91269 -0.800
N 0.17557 -1.65483 -1.50938 -0.874
N -1.06052 -1.82045 -1.08329 0.323
O 0.02964 0.86008 1.12088 -0.356
Cl 2.50268 -0.51113 -0.90189 -0.172
Cl -2.95974 -1.52742 0.70178 -0.153
H 1.12806 2.30051 -0.00272 0.388
H 1.57292 2.20997 1.60671 0.306
H 0.07125 2.78940 1.30992 0.290
H -1.49782 -2.69947 -1.45944 0.279
```

Computed properties:
LUMO	0.44	eV
HOMO-LUMO gap	8.50	eV
energy above the lowest of the compared OMol25 structures with the same formula, charge and spin	3.773	eV
net charge	0

Record 3
# C19H32N3O3RuSSi2

A structure of composition C19H32N3O3RuSSi2 (ωB97M-V/def2-TZVPD, the Open Molecules 2025 dataset).

Structure (XYZ):
```
61
Properties=species:S:1:pos:R:3:mulliken_charge:R:1
Ru -0.72635 -0.89065 -0.22358 0.104
C -4.87534 1.46546 -0.93881 -1.098
N -3.72197 2.35910 -0.90579 0.125
C -4.00230 3.78418 -0.77402 -1.101
C -2.48876 1.83682 -0.96853 0.460
O -2.30552 0.64054 -1.16315 -0.560
C -1.29406 2.77563 -0.80786 -0.636
O -0.24044 2.07242 -0.19447 -0.218
C 1.01393 2.22104 -0.80949 -1.127
C 1.13789 1.26007 -1.99092 0.595
O 0.43371 0.25788 -2.03294 -0.221
N 2.05091 1.53284 -2.93761 0.211
C 2.18517 0.63638 -4.08447 -1.141
C 2.92216 2.70058 -2.87745 -1.058
H -5.41911 1.57216 -1.87846 0.333
H -5.54260 1.71344 -0.11257 0.387
H -4.53721 0.44025 -0.84117 0.318
H -4.95209 3.99160 -1.26377 0.359
H -3.24850 4.38870 -1.26883 0.424
H -4.08271 4.09260 0.27076 0.308
H -1.54179 3.64216 -0.19676 0.555
H -1.01800 3.12523 -1.80934 0.379
H 1.76668 1.94848 -0.06631 0.356
H 1.18630 3.25768 -1.10412 0.550
H 1.39589 -0.10785 -4.05266 0.314
H 3.15302 0.13292 -4.05982 0.359
H 2.10809 1.21144 -5.00770 0.413
H 3.34750 2.83693 -1.88403 0.389
H 2.40956 3.61827 -3.17503 0.278
H 3.74893 2.54090 -3.56539 0.384
C 3.14015 -1.92596 -0.57424 -1.131
Si 1.37299 -2.27996 -0.04233 0.678
C 1.02441 -4.00562 -0.69849 -1.301
C 1.40472 -2.48340 1.85802 0.172
C 2.32680 -3.40826 2.37553 -0.503
C 2.40887 -3.68410 3.73216 -0.758
C 1.55869 -3.03312 4.61613 -0.771
C 0.64404 -2.11169 4.12960 -0.559
C 0.54643 -1.81435 2.76177 0.802
Si -0.64673 -0.43678 2.22822 0.738
C 0.18298 1.13861 2.83356 -1.183
C -2.22418 -0.59820 3.23373 -1.170
H 3.78073 -2.75088 -0.24702 0.415
H 3.53464 -0.99769 -0.14871 0.310
H 3.20277 -1.86138 -1.66565 0.255
H 1.81080 -4.69052 -0.35897 0.390
H 1.00698 -4.00876 -1.79205 0.313
H 0.06274 -4.37672 -0.34284 0.301
H 2.99428 -3.93711 1.69947 0.187
H 3.12911 -4.40661 4.09877 0.381
H 1.61038 -3.24198 5.67880 0.376
H -0.00395 -1.60443 4.83908 0.201
H 0.27475 1.09235 3.92470 0.460
H -0.37752 2.03940 2.56567 0.266
H 1.19106 1.22330 2.41591 0.279
H -1.99522 -0.80844 4.28341 0.353
H -2.85772 -1.40375 2.85509 0.291
H -2.79770 0.33336 3.19293 0.279
S -2.39157 -2.57507 -0.90419 -0.494
C -1.65102 -2.30102 -2.40164 0.585
N -1.12570 -2.13842 -3.42214 -0.603
```

Computed properties:
multiplicity	6
LUMO (spin up / spin down)	0.09 / -0.58	eV
HOMO-LUMO gap (spin up / spin down)	5.39 / 7.58	eV
<S²>	8.760
energy above the lowest of the compared OMol25 structures with the same formula, charge and spin	0.647	eV
net charge	0